Density functional theory data (wB97M-V/def2-TZVPD) for a 12-piece molecular cluster, C62H113F6N20O2P overall at a distorted geometry.

CARTESIAN COORDINATES (ANGSTROEM)
C 6.72748 -3.11251 -2.00296
C 5.89400 -1.83940 -2.31965
N 4.42887 -2.04066 -2.13904
C 3.71264 -2.24465 -0.98270
C 2.28692 -2.03097 -1.20430
N 2.09048 -1.66808 -2.52701
C 3.39258 -1.59369 -3.07498
C 0.86097 -1.26274 -3.23411
H 6.43503 -3.55345 -1.04999
H 7.74065 -2.88136 -1.67410
H 6.74100 -3.84786 -2.80743
H 6.00582 -1.58129 -3.37273
H 6.16663 -0.97303 -1.71701
H 4.18252 -2.46364 -0.03525
H 1.47694 -2.22167 -0.51585
H 3.63512 -1.36596 -4.10246
H 0.05333 -1.40608 -2.51628
H 0.56538 -1.86959 -4.08995
H 1.08935 -0.22562 -3.47972
C 3.20834 -1.11967 2.10379
C 2.90919 -0.31375 3.39953
N 4.03244 -0.35082 4.38540
C 3.98699 0.36435 5.58170
C 5.17801 0.03167 6.17186
N 5.97885 -0.78179 5.41895
C 5.29967 -1.02123 4.30100
C 7.18149 -1.36533 5.84986
H 3.89201 -0.45578 1.57469
H 2.37409 -1.19889 1.40674
H 3.60933 -2.13192 2.15538
H 2.06825 -0.79481 3.89903
H 2.56301 0.71921 3.36424
H 3.23763 1.05230 5.94446
H 5.46220 0.25793 7.18893
H 5.61259 -1.73250 3.55094
H 7.69396 -0.50922 6.28866
H 7.82711 -1.55199 4.99171
H 7.18960 -2.22550 6.51929
C 0.05018 -3.45029 3.07258
C 0.10239 -4.49738 4.17572
N 0.92382 -4.04307 5.29873
C 2.27669 -4.22765 5.50424
C 2.76017 -3.34516 6.52109
N 1.63181 -2.63038 6.90652
C 0.54948 -3.12013 6.23883
C 1.53558 -1.43191 7.73988
H -0.74508 -3.63628 2.35071
H 0.99368 -3.18733 2.59429
H -0.23652 -2.43825 3.35837
H 0.61703 -5.42264 3.91661
H -0.85350 -4.69082 4.66250
H 2.86528 -4.91733 4.91745
H 3.70442 -3.21310 7.02841
H -0.46930 -2.86783 6.49349
H 0.93301 -1.48992 8.64632
H 1.10981 -0.65242 7.10804
H 2.55438 -1.18971 8.04234
C -8.51885 -0.30163 -0.08981
C -8.04001 0.92999 0.75687
N -8.38569 2.14740 0.01011
C -8.50710 3.31331 0.68446
C -8.71353 4.26029 -0.28883
N -8.44719 3.74957 -1.55628
C -8.39660 2.39268 -1.32391
C -8.44026 4.52941 -2.74041
H -8.49248 -1.14539 0.59973
H -7.78751 -0.40404 -0.89153
H -9.56708 -0.26185 -0.38599
H -6.96605 0.89467 0.93983
H -8.48578 0.90170 1.75114
H -8.34829 3.32721 1.75263
H -8.77020 5.32704 -0.12998
H -8.42382 1.65055 -2.10806
H -9.13940 5.36389 -2.68622
H -8.81950 3.97965 -3.60182
H -7.41158 4.80951 -2.96726
C -5.02039 -2.05501 2.70941
C -3.79344 -2.59245 1.97537
N -3.98151 -2.94628 0.60086
C -5.22934 -2.98078 -0.00995
C -5.05274 -3.37841 -1.37847
N -3.68090 -3.66907 -1.37700
C -3.04573 -3.40587 -0.23426
C -2.96103 -4.09654 -2.50550
H -4.65647 -1.53165 3.59358
H -5.75489 -2.85502 2.80216
H -5.43573 -1.27778 2.06793
H -3.34365 -3.40136 2.55109
H -2.97222 -1.87661 1.93992
H -6.08617 -2.67218 0.57057
H -5.70231 -3.42885 -2.23981
H -2.03852 -3.58156 0.11366
H -3.57386 -4.25703 -3.39251
H -2.56608 -5.07513 -2.23260
H -2.21779 -3.33964 -2.75611
C 4.05464 1.52304 -1.58849
C 4.41527 3.03935 -1.81628
N 3.12977 3.76127 -1.99845
C 2.98771 5.12835 -1.82339
C 1.63665 5.38468 -2.03048
N 0.98184 4.26954 -2.47464
C 1.86309 3.24608 -2.42636
C -0.43900 4.06135 -2.89356
H 4.87349 0.82014 -1.43516
H 3.11779 1.10144 -1.95271
H 3.75075 1.54443 -0.54192
H 5.08431 3.13729 -2.67120
H 4.87377 3.49074 -0.93643
H 3.80637 5.76033 -1.51226
H 1.10476 6.32233 -1.96482
H 1.63235 2.20275 -2.58330
H -0.25543 4.00297 -3.96641
H -0.97296 4.99105 -2.69697
H -0.94999 3.20053 -2.46232
C -1.69978 -0.16789 4.51585
C -2.92546 0.73237 4.86596
N -2.96465 1.94388 4.09640
C -2.00138 2.94409 4.34341
C -2.18153 3.86046 3.29110
N -3.15140 3.37557 2.39747
C -3.74278 2.22706 2.93167
C -3.45393 3.97381 1.11255
H -1.61784 -0.82640 5.38058
H -0.81154 0.46199 4.56465
H -1.87285 -0.79152 3.63879
H -2.98843 0.92055 5.93775
H -3.89539 0.28033 4.65856
H -1.24387 2.88694 5.11108
H -1.62199 4.75872 3.07560
H -4.59924 1.74753 2.48118
H -3.82063 4.99902 1.16343
H -4.14403 3.25473 0.67122
H -2.59287 4.11573 0.45944
C 0.94735 -6.23931 -4.63105
C 1.62760 -5.15465 -3.74039
N 2.17572 -5.52201 -2.46997
C 3.44743 -5.90074 -2.24060
C 3.54357 -6.16805 -0.88970
N 2.28630 -5.96212 -0.37148
C 1.42995 -5.54044 -1.34754
C 1.89217 -6.19125 1.00551
H 0.14439 -6.64010 -4.01240
H 1.58894 -7.09240 -4.85175
H 0.56376 -5.80240 -5.55304
H 0.86152 -4.44447 -3.42917
H 2.42146 -4.64271 -4.28428
H 4.01151 -6.05112 -3.14922
H 4.27231 -6.76651 -0.36321
H 0.36977 -5.33489 -1.36092
H 2.59195 -6.63448 1.71400
H 1.01827 -6.83867 1.07803
H 1.56528 -5.20660 1.33973
C -0.96840 1.00219 -5.15261
C -1.77879 1.93656 -6.12591
N -0.90368 2.29026 -7.26911
C -1.19402 3.28821 -8.19078
C -0.18666 3.25895 -9.17115
N 0.80091 2.42354 -8.70759
C 0.32973 1.75697 -7.58169
C 1.90850 1.94493 -9.56843
H -1.45141 0.93536 -4.17776
H 0.00485 1.39387 -4.85681
H -0.92711 -0.03500 -5.48522
H -1.92936 2.77980 -5.45183
H -2.74322 1.61522 -6.51925
H -2.02150 3.97629 -8.10020
H 0.08769 3.83913 -10.03978
H 0.81230 0.90243 -7.13080
H 2.60957 2.75521 -9.76856
H 1.37796 1.58142 -10.44847
H 2.37914 1.06191 -9.13612
C 5.98940 4.02411 3.89357
C 5.74333 4.09278 2.37742
N 4.39906 4.45954 2.02248
C 3.83232 5.63739 1.57695
C 2.52427 5.48326 1.18039
N 2.29945 4.13916 1.34710
C 3.41166 3.51020 1.81603
C 1.03203 3.47224 1.20868
H 5.35206 3.24108 4.30438
H 5.76173 4.89866 4.50301
H 7.01466 3.68663 4.04537
H 6.01393 3.17749 1.85100
H 6.35271 4.89916 1.96936
H 4.41183 6.54764 1.53206
H 1.76318 6.16449 0.82959
H 3.49630 2.45392 2.02462
H 0.52605 4.05158 0.43638
H 0.46008 3.21272 2.09953
H 1.28984 2.47142 0.86227
C -2.15638 0.37781 -0.16798
C -0.76175 -0.21720 0.01066
O -0.66940 -1.39511 0.44038
O 0.22174 0.47580 -0.37830
H -2.88567 -0.41561 -0.00455
H -2.32503 0.63980 -1.21250
H -2.38010 1.23728 0.46396
P -4.73851 1.42671 -2.85262
F -4.51495 1.71055 -4.44747
F -5.50792 2.93992 -2.54019
F -6.19277 0.84134 -3.11510
F -4.92575 1.08293 -1.26065
F -4.09723 -0.07857 -3.04475
F -3.39159 2.21081 -2.60198

Cartesian forces (eV/Å) of the 3 atoms listed first:
C -0.20 0.58 0.93
C 0.40 -0.95 -0.38
N -5.47 2.09 -1.75

LUMO = -15.0053 eV
Kohn-Sham gap = 6.8 eV
Net charge = +8
ΔE to the lowest compared entry with this formula, charge and spin = 179.42 kcal/mol
E = -125527.489 eV

Mulliken population analysis, charges in e, atoms 1 to 2: atom 1 (C): -1.168, atom 2 (C): -0.395



Density functional theory data (wB97M-V/def2-TZVPD) for one molecule with the formula C2H3NO2 at a distorted geometry.

CARTESIAN COORDINATES (ANGSTROEM)
C 0.03441 -0.53256 1.11065
C 0.52706 0.30828 0.03050
N 2.88771 0.28201 0.13135
O 1.79641 0.91084 0.30368
O 2.81513 -0.82813 -0.33698
H -1.02000 -0.77870 0.88274
H 0.64006 -0.80427 -0.24022
H 0.01296 0.99271 -0.60029

Cartesian forces (eV/Å) of the 3 atoms listed first:
C 0.21 1.28 -1.07
C -0.63 -1.22 3.28
N 3.04 -2.52 -0.94

LUMO = -0.2100 eV
Kohn-Sham gap = 9.4 eV
ΔE to the lowest compared entry with this formula, charge and spin = 174.19 kcal/mol
E = -7700.289 eV

Mulliken population analysis, charges in e, atoms 1 to 2: atom 1 (C): -0.461, atom 2 (C): -0.164



Density functional theory data (wB97M-V/def2-TZVPD) for C41H43N8O2SSn as an isolated structure at a distorted geometry.

CARTESIAN COORDINATES (ANGSTROEM)
Sn 0.13695 0.59133 -0.14743
C -3.14752 -1.50726 -2.68616
O -2.17556 -2.47470 -2.15064
C -1.26456 -1.77607 -1.53707
N -1.33654 -0.49639 -1.55453
C -2.43239 -0.15726 -2.54549
C -3.31177 1.03465 -2.26903
C -2.80512 2.19302 -1.69508
C -3.57868 3.33810 -1.59642
C -4.88375 3.33581 -2.07316
C -5.40110 2.18428 -2.64680
C -4.61925 1.03956 -2.74358
C -0.10049 -2.46408 -0.97039
C 0.10279 -3.82954 -1.01040
C 1.32507 -4.31894 -0.55839
C 2.28505 -3.42839 -0.09860
C 1.96991 -2.07878 -0.07401
N 0.80291 -1.60954 -0.49950
C 2.83460 -1.04510 0.50646
N 2.41493 0.14473 0.66957
C 3.45224 0.84857 1.48878
C 4.61673 -0.16815 1.49633
O 4.01943 -1.39383 0.94852
C 3.85218 2.23630 1.05968
C 3.28083 2.89535 -0.01266
C 3.60744 4.22221 -0.27487
C 4.54011 4.88340 0.50673
C 5.15536 4.20801 1.55424
C 4.80046 2.90080 1.83876
H -3.34850 -1.78953 -3.71355
H -4.05792 -1.58191 -2.09483
H -1.90430 0.07321 -3.47518
H -1.79079 2.20466 -1.31675
H -3.16595 4.23608 -1.15101
H -5.48934 4.23129 -2.01015
H -6.41188 2.17800 -3.03388
H -5.03787 0.15952 -3.22070
H -0.67034 -4.48389 -1.39144
H 1.52640 -5.38254 -0.57098
H 3.25114 -3.76033 0.25786
H 3.02889 0.93855 2.49407
H 5.44334 0.12533 0.85381
H 4.99162 -0.40254 2.48708
H 2.57000 2.37712 -0.64070
H 3.11914 4.74145 -1.09016
H 4.78763 5.91842 0.31016
H 5.90997 4.70227 2.15175
H 5.26280 2.39661 2.68191
C -1.73300 -1.32878 1.96481
N -0.34471 -0.84073 2.09552
C 0.49277 -1.98577 2.48826
C -0.23352 0.20013 3.13094
C 0.07732 1.60122 2.66795
C 0.27657 2.60033 3.63140
C 0.51982 3.91631 3.27265
C 0.55166 4.30264 1.93365
C 0.34497 3.35043 0.94127
C 0.15059 2.05184 1.38363
H -2.06521 -1.82013 2.88393
H -1.78632 -2.06056 1.15519
H -2.38808 -0.49871 1.74184
H 0.18413 -2.37204 3.46390
H 1.54139 -1.69940 2.55174
H 0.37709 -2.79239 1.76788
H 0.53622 -0.08269 3.84952
H -1.17151 0.26240 3.68861
H 0.22505 2.31975 4.67893
H 0.66568 4.65794 4.04654
H 0.73507 5.33276 1.65565
H 0.34401 3.62745 -0.10444
C 3.83147 3.63163 -3.86892
N 2.94349 2.57928 -3.37499
C 1.69177 2.75428 -2.99440
S 0.81435 1.29195 -2.53265
N 1.14950 3.95603 -3.06775
C -0.23648 4.33448 -2.78895
H 4.83283 3.22280 -3.95411
H 3.86320 4.46717 -3.17177
H 3.51852 3.98386 -4.85375
H 3.29265 1.63461 -3.35141
H 1.70623 4.67472 -3.51215
H -0.74418 3.51908 -2.29434
H -0.75673 4.55747 -3.71922
H -0.24682 5.22222 -2.15883
N -7.77465 3.80267 1.65886
C -6.73390 3.32139 1.60393
C -5.43671 2.69752 1.51478
C -5.30819 1.43864 0.94016
C -4.04614 0.88845 0.86191
N -2.93480 1.50252 1.28709
C -3.08231 2.70287 1.85201
C -4.30383 3.34058 1.99076
H -6.17439 0.91110 0.56614
H -3.91543 -0.10062 0.43351
H -2.17878 3.17954 2.21877
H -4.37214 4.31241 2.45944

Cartesian forces (eV/Å) of the 3 atoms listed first:
Sn 0.79 -1.31 0.17
C -0.04 0.01 0.03
O -0.03 0.15 -0.16

LUMO = -9.0776 eV
Kohn-Sham gap = 7.2 eV
Net charge = +3
ΔE to the lowest compared entry with this formula, charge and spin = 9.87 kcal/mol
E = -75873.661 eV

Mulliken population analysis, charges in e, atoms 1 to 2: atom 1 (Sn): 1.062, atom 2 (C): -0.878



Density functional theory data (wB97M-V/def2-TZVPD) for one molecule with the formula C6H12.

CARTESIAN COORDINATES (ANGSTROEM)
C -1.94509 0.46601 0.69099
C -1.34595 -0.92269 0.47243
C 0.18710 -0.94580 0.50290
C 0.84038 -0.31529 -0.70917
C 2.20089 0.31391 -0.60565
C 0.99200 1.17530 -0.83849
H -1.63179 1.16492 -0.09056
H -1.62459 0.87852 1.65605
H -3.03976 0.43178 0.69025
H -1.72711 -1.60401 1.24418
H -1.69332 -1.32540 -0.48909
H 0.53068 -1.98637 0.58098
H 0.54055 -0.43765 1.41257
H 0.64085 -0.84397 -1.64141
H 2.66075 0.35532 0.37915
H 2.90631 0.17570 -1.41997
H 0.85718 1.62200 -1.82003
H 0.65092 1.79775 -0.01513

Cartesian forces (eV/Å) of the 3 atoms listed first:
C -0.01 0.07 -0.01
C -0.03 -0.07 -0.01
C 0.05 0.01 0.03

Structure (SMILES) = CCCC1CC1
LUMO = 1.2942 eV
Kohn-Sham gap = 11.4 eV
ΔE to the lowest compared entry with this formula, charge and spin = 23.79 kcal/mol
E = -6415.909 eV

Mulliken population analysis, charges in e, atoms 1 to 2: atom 1 (C): -1.118, atom 2 (C): -0.353